(1)
This record from the OMol25 dataset describes one molecule with the formula C2HIN2O2. The level of theory is wB97M-V/def2-TZVPD.

Each line ends with the natural charge from an NBO analysis.
Positions of all 8 atoms, in Å:
O: 2.2561 -2.6205 0.0717  -0.532
C: 1.7260 -1.5608 -0.0526  0.677
O: 0.3840 -1.3699 -0.1742  -0.321
N: 0.1464 -0.0182 -0.4451  -0.147
N: 1.3657 0.6937 -0.2779  -0.205
C: 2.2821 -0.1825 -0.1209  -0.105
I: 4.2897 0.2340 0.0168  0.247
H: -0.6456 0.3472 0.0729  0.386

Calculated values
charge = 0
HOMO = -9.71 eV
SMILES = O=c1o[nH]nc1I
largest force on an atom = 0.0452 Eh/bohr
ΔE to the lowest compared entry with this formula, charge and spin = 0.00 kJ/mol
DFT total energy = -634.423014 Ha
frontier orbital gap = 0.356 Eh



(2)
This record from the OMol25 dataset describes a 2-piece molecular cluster, C2HIN2O2 overall. The level of theory is wB97M-V/def2-TZVPD.

Each line ends with the natural charge from an NBO analysis.
Positions of all 8 atoms, in Å:
C: -1.5937 0.8218 1.1421  0.388
C: 0.1075 -0.6213 -0.9754  -0.195
N: -1.8426 1.3303 2.1192  -0.404
N: 0.9814 -0.2661 0.0353  0.369
O: 0.8998 -0.9739 1.0678  -0.368
O: 1.8096 0.6537 -0.1009  -0.390
I: 0.2109 0.4361 -2.7374  0.349
H: -0.5729 -1.3808 -0.5506  0.251

Calculated values
charge = 0
HOMO (spin up / spin down) = -9.97 / -10.81 eV
largest force on an atom = 0.0733 Eh/bohr
ΔE to the lowest compared entry with this formula, charge and spin = 279.02 kJ/mol
DFT total energy = -634.179503 Ha
expectation value of S² = 2.02
frontier orbital gap (spin up / spin down) = 0.351 / 0.227 Eh
2S+1 = 3



(3)
This record from the OMol25 dataset describes a 2-piece molecular cluster, C2HIN2O2 overall. The level of theory is wB97M-V/def2-TZVPD.

Each line ends with the natural charge from an NBO analysis.
Positions of all 8 atoms, in Å:
C: -0.5577 0.2729 1.7998  0.134
C: -1.0384 0.4872 0.5070  -0.122
N: -0.1526 -0.1250 2.7926  -0.180
N: -0.8864 1.8726 0.0148  0.473
O: -0.1596 2.5806 0.6563  -0.339
O: -1.4871 2.1739 -0.9627  -0.345
I: -2.9806 -0.2796 0.0384  0.375
H: 0.1761 0.0101 -0.9287  0.004

Calculated values
charge = 0
HOMO (spin up / spin down) = -9.23 / -10.98 eV
largest force on an atom = 0.0728 Eh/bohr
ΔE to the lowest compared entry with this formula, charge and spin = 280.85 kJ/mol
DFT total energy = -634.178807 Ha
expectation value of S² = 2.02
frontier orbital gap (spin up / spin down) = 0.292 / 0.248 Eh
2S+1 = 3



(4)
This record from the OMol25 dataset describes C2HLiO2Y as an isolated structure. The level of theory is wB97M-V/def2-TZVPD.

Each line ends with the Mulliken charge.
Positions of all 7 atoms, in Å:
O: -1.7366 -0.1118 -0.0030  -0.625
C: -0.8497 0.5158 -0.5226  0.541
C: 0.2871 0.8527 -1.0174  -0.812
H: 0.5621 1.0281 -2.0528  0.403
Li: -0.8342 -1.3691 1.3955  0.912
Y: 1.6390 0.3724 0.8307  1.566
O: 0.9323 -1.2881 1.3696  -0.985

Calculated values
charge = +1
HOMO = -13.15 eV
largest force on an atom = 0.0417 Eh/bohr
DFT total energy = -272.931020 Ha
frontier orbital gap = 0.284 Eh



(5)
This record from the OMol25 dataset describes C2HMnO4 as an isolated structure. The level of theory is wB97M-V/def2-TZVPD.

Each line ends with the natural charge from an NBO analysis.
Positions of all 8 atoms, in Å:
O: -4.2713 0.5532 0.4910  -0.455
C: -3.1471 0.5458 0.5561  0.464
H: -0.3144 -0.2476 0.2030  0.576
O: 0.1427 -1.1007 -0.5165  -0.602
C: 1.3408 -0.6743 -0.3032  0.944
O: 2.0750 -0.1967 -1.2287  -0.734
O: 1.2183 0.1951 0.6925  -0.865
Mn: 2.9560 0.9251 0.1058  1.673

Calculated values
charge = +1
HOMO (spin up / spin down) = -15.48 / -16.12 eV
largest force on an atom = 0.1534 Eh/bohr
DFT total energy = -1528.396145 Ha
expectation value of S² = 8.75
frontier orbital gap (spin up / spin down) = 0.314 / 0.332 Eh
2S+1 = 6



(6)
This record from the OMol25 dataset describes one molecule with the formula C2HN3O2. The level of theory is wB97M-V/def2-TZVPD.

Each line ends with the natural charge from an NBO analysis.
Positions of all 8 atoms, in Å:
C: -0.7927 -1.7427 0.3878  0.353
C: 0.7010 1.2954 -0.6813  0.467
N: -0.9418 -2.8633 0.2952  -0.175
N: 0.0105 0.1136 -0.8479  -0.233
N: -0.4952 -0.4338 0.4436  0.200
O: -0.5164 0.2214 1.4715  -0.257
O: 0.7919 2.2097 -1.4584  -0.466
H: 1.2427 1.1998 0.3896  0.110

Calculated values
charge = 0
HOMO (spin up / spin down) = -11.01 / -11.17 eV
largest force on an atom = 0.1338 Eh/bohr
ΔE to the lowest compared entry with this formula, charge and spin = 629.24 kJ/mol
DFT total energy = -391.361112 Ha
frontier orbital gap (spin up / spin down) = 0.292 / 0.316 Eh



(7)
This record from the OMol25 dataset describes one molecule with the formula C2HN3O2. The level of theory is wB97M-V/def2-TZVPD.

Each line ends with the natural charge from an NBO analysis.
Positions of all 8 atoms, in Å:
O: -1.7257 0.9866 -1.2639  -0.324
N: -0.5131 0.8270 -1.2615  0.229
N: 0.2404 0.8930 -2.3379  -0.036
N: 1.5185 0.7114 -2.1079  -0.227
C: 1.6433 0.4023 -0.8546  0.473
O: 1.3920 1.0522 0.2609  -0.382
C: 0.2249 0.3033 -0.1529  0.031
H: -0.2254 -0.3626 0.5584  0.236

Calculated values
charge = 0
HOMO (spin up / spin down) = -9.66 / -10.15 eV
SMILES = [O-][N+]1=NN=C2O[C@H]21
largest force on an atom = 0.0858 Eh/bohr
ΔE to the lowest compared entry with this formula, charge and spin = 860.64 kJ/mol
DFT total energy = -391.272979 Ha
frontier orbital gap (spin up / spin down) = 0.274 / 0.321 Eh



(8)
This record from the OMol25 dataset describes one molecule with the formula C2HN3O2. The level of theory is wB97M-V/def2-TZVPD.

Each line ends with the natural charge from an NBO analysis.
Positions of all 8 atoms, in Å:
H: 2.5602 -0.2749 0.0615  0.392
N: 1.6197 -0.5998 -0.1097  -0.679
C: 0.6952 0.2158 -0.0762  0.661
O: 0.5969 1.5706 0.1438  -0.224
O: -0.8067 1.6213 0.0695  -0.075
N: -0.6626 -0.0247 -0.3159  -0.218
C: -1.5859 -0.8717 0.0089  0.374
N: -2.4168 -1.6365 0.2182  -0.231

Calculated values
charge = 0
HOMO = -10.63 eV
SMILES = [H]/N=c1\oon1C#N
largest force on an atom = 0.0839 Eh/bohr
ΔE to the lowest compared entry with this formula, charge and spin = 715.46 kJ/mol
DFT total energy = -391.328274 Ha
frontier orbital gap = 0.313 Eh



(9)
This record from the OMol25 dataset describes a 2-piece molecular cluster, C2HN3O2S overall. The level of theory is wB97M-V/def2-TZVPD.

Each line ends with the natural charge from an NBO analysis.
Positions of all 9 atoms, in Å:
C: -1.1059 -1.1006 -0.2088  -0.124
C: 0.1186 -1.2213 -0.2149  0.070
N: 1.4702 -1.1255 -0.2189  0.470
O: 1.8408 -0.6642 0.8407  -0.335
O: 2.1049 -1.4662 -1.1700  -0.315
H: -2.0681 -1.2119 0.0681  0.232
N: -1.2404 2.1831 -0.8896  0.022
N: -0.8001 2.2918 0.1579  -0.145
S: -0.3200 2.3150 1.6354  0.125

Calculated values
charge = 0
HOMO = -10.09 eV
SMILES = C#C[N+](=O)[O-].N#[N+][S-]
largest force on an atom = 0.1214 Eh/bohr
ΔE to the lowest compared entry with this formula, charge and spin = 588.18 kJ/mol
DFT total energy = -789.507931 Ha
frontier orbital gap = 0.331 Eh



(10)
This record from the OMol25 dataset describes one molecule with the formula C2HN3O2S. The level of theory is wB97M-V/def2-TZVPD.

Each line ends with the natural charge from an NBO analysis.
Positions of all 9 atoms, in Å:
O: 1.0887 1.6044 0.5006  -0.281
N: 1.0967 0.4436 0.1126  0.012
S: 2.2564 -0.7078 -0.2404  0.126
C: -0.3092 0.0491 0.0709  0.375
N: -0.9482 -1.1585 0.4253  -0.450
C: -2.1923 -0.8628 0.2329  0.379
O: -2.4729 0.3681 -0.3169  -0.288
N: -1.1577 0.9982 -0.4992  -0.076
H: -2.9561 -1.5560 0.2846  0.203

Calculated values
charge = 0
HOMO = -10.00 eV
SMILES = [O-][N+](=S)c1ncon1
largest force on an atom = 0.0978 Eh/bohr
ΔE to the lowest compared entry with this formula, charge and spin = 415.24 kJ/mol
DFT total energy = -789.573799 Ha
frontier orbital gap = 0.299 Eh



(11)
This record from the OMol25 dataset describes one molecule with the formula C2HN3O3. The level of theory is wB97M-V/def2-TZVPD.

Each line ends with the natural charge from an NBO analysis.
Positions of all 9 atoms, in Å:
O: 2.1357 -1.1381 0.0557  -0.465
C: 1.4762 -0.1663 -0.0541  0.763
O: 1.9573 1.1335 -0.0292  -0.677
C: -0.1053 -0.1130 0.0162  0.391
N: -0.8776 -1.1851 -0.0380  -0.274
N: -2.1314 -0.6261 -0.0125  -0.017
N: -2.1865 0.6507 0.0300  0.117
O: -0.7314 1.0006 0.0104  -0.347
H: 1.2505 1.8320 0.0757  0.509

Calculated values
charge = 0
HOMO = -12.11 eV
SMILES = O=C(O)c1nnno1
largest force on an atom = 0.0798 Eh/bohr
ΔE to the lowest compared entry with this formula, charge and spin = 384.41 kJ/mol
DFT total energy = -466.721436 Ha
frontier orbital gap = 0.412 Eh



(12)
This record from the OMol25 dataset describes a 2-piece molecular cluster, C2HN3O3 overall. The level of theory is wB97M-V/def2-TZVPD.

Each line ends with the natural charge from an NBO analysis.
Positions of all 9 atoms, in Å:
C: 0.2191 0.7709 -1.1011  0.766
C: 0.3099 -0.8749 1.2704  0.894
N: -1.0335 0.9241 -0.7992  -0.130
N: -1.7328 0.4267 0.2345  -0.040
N: 1.0633 -0.5961 0.3423  -0.860
O: 1.0914 1.4385 -1.4368  -0.431
O: -0.1873 -1.0953 2.2663  -0.450
O: -1.8308 -0.2963 -0.9421  -0.216
H: 2.1007 -0.6977 0.1659  0.467

Calculated values
charge = 0
HOMO (spin up / spin down) = -9.18 / -8.10 eV
largest force on an atom = 0.0738 Eh/bohr
ΔE to the lowest compared entry with this formula, charge and spin = 903.81 kJ/mol
DFT total energy = -466.523607 Ha
frontier orbital gap (spin up / spin down) = 0.317 / 0.265 Eh